[1]
A cluster of 2 separate species, C16H17N in total at a distorted geometry. Source: the OMol25 dataset; level of theory: wB97M-V/def2-TZVPD.

```
34
Properties=species:S:1:pos:R:3:nbo_charge:R:1
C 4.93 -1.50 -0.14 -0.63
C 3.54 -1.55 0.40 -0.10
C 2.55 -2.48 0.16 -0.04
N 1.44 -2.21 0.93 -0.53
C 1.58 -0.94 1.45 0.13
C 0.71 -0.14 2.18 -0.25
C 1.27 1.06 2.58 -0.22
C 2.56 1.51 2.32 -0.24
C 3.47 0.68 1.65 -0.22
C 2.93 -0.53 1.17 -0.03
H 4.94 -0.83 -1.01 0.22
H 5.25 -2.50 -0.42 0.22
H 5.60 -1.15 0.65 0.22
H 2.75 -3.43 -0.33 0.21
H 0.61 -2.73 0.79 0.41
H -0.32 -0.33 2.43 0.22
H 0.70 1.81 3.13 0.21
H 2.95 2.44 2.71 0.21
H 4.51 0.94 1.74 0.22
C -4.51 0.67 0.49 -0.63
C -3.91 0.87 -0.91 0.01
C -2.75 1.60 -1.10 -0.24
C -2.22 1.68 -2.36 -0.19
C -2.89 1.12 -3.48 -0.23
C -3.98 0.29 -3.23 -0.20
C -4.48 0.15 -1.94 -0.24
H -5.49 1.16 0.48 0.22
H -3.91 1.25 1.19 0.21
H -4.69 -0.38 0.69 0.22
H -2.30 2.00 -0.20 0.21
H -1.29 2.18 -2.60 0.21
H -2.40 1.34 -4.42 0.21
H -4.42 -0.07 -4.15 0.21
H -5.32 -0.52 -1.82 0.21
```

Summary:
* relative energy (zero: lowest compared OMol25 entry of this formula, charge and spin): 90.2 kJ/mol
* SMILES string: Cc1c[nH]c2ccccc12.Cc1ccccc1
* E_LUMO: 0.76 eV
* E_HOMO: -7.70 eV
* gap between HOMO and LUMO: 8.46 eV

***

[2]
A cluster of 2 separate species, C16H17NO in total at a distorted geometry. Source: the OMol25 dataset; level of theory: wB97M-V/def2-TZVPD.

```
35
Properties=species:S:1:pos:R:3:nbo_charge:R:1
C 2.42 2.94 0.31 -0.66
C 0.33 0.28 1.84 0.13
C 0.71 1.69 1.76 -0.14
C 1.91 1.67 0.93 0.12
C 2.27 0.32 0.85 -0.03
C -0.88 -0.11 2.44 -0.09
C -1.72 0.93 2.88 -0.22
C -0.15 2.65 2.20 -0.06
C -1.41 2.27 2.73 -0.15
N 1.31 -0.50 1.48 -0.35
H 1.25 -1.47 1.40 0.46
H -1.16 -1.13 2.77 0.25
H 3.12 0.03 0.31 0.24
H -2.63 0.82 3.56 0.26
H 0.10 3.74 2.03 0.24
H 2.97 3.57 1.05 0.26
H 1.62 3.56 -0.02 0.24
H -1.99 3.17 2.94 0.25
H 2.97 2.73 -0.60 0.25
C -1.22 -0.17 -3.75 -0.63
C 0.80 -2.33 -1.41 -0.29
C -0.28 -2.72 -0.60 0.27
C 0.58 -1.40 -2.28 -0.19
C -0.83 -1.09 -2.58 -0.03
C -1.66 -2.42 -0.81 -0.27
C -1.88 -1.63 -1.93 -0.19
O 0.07 -3.76 0.42 -0.74
H 1.79 -2.96 -1.54 0.26
H 1.47 -0.83 -2.69 0.23
H -2.44 -2.88 -0.20 0.23
H -0.78 -4.13 0.92 0.49
H -0.47 0.73 -3.69 0.20
H -2.18 0.31 -3.71 0.22
H -2.90 -1.40 -2.22 0.23
H -1.12 -0.49 -4.76 0.23
```

Summary:
* multiplicity: 2
* net charge: +1
* relative energy (zero: lowest compared OMol25 entry of this formula, charge and spin): 249.1 kJ/mol
* E_LUMO (alpha / beta): -3.47 / -7.13 eV
* E_HOMO (alpha / beta): -11.17 / -11.17 eV
* gap between HOMO and LUMO (alpha / beta): 7.70 / 4.03 eV

***

[3]
A cluster of 3 separate species, C16H17NO9 in total at a distorted geometry. Source: the OMol25 dataset; level of theory: wB97M-V/def2-TZVPD.

```
43
Properties=species:S:1:pos:R:3:nbo_charge:R:1
O 0.18 -2.04 -1.44 -0.47
C -0.47 -1.01 -1.15 0.64
C -2.04 -0.74 -1.15 -0.17
C -3.27 -1.68 -1.12 -0.17
C -4.68 -0.99 -1.13 -0.20
C -4.88 0.56 -1.14 -0.18
C -3.63 1.51 -1.18 -0.18
C -2.26 0.80 -1.20 -0.11
C -0.77 1.35 -1.27 0.67
O -0.41 2.44 -1.76 -0.49
N 0.12 0.29 -0.71 -0.27
O 0.06 0.56 0.64 -0.53
H -3.12 -2.80 -1.10 0.25
H -5.59 -1.67 -1.13 0.24
H -5.93 1.02 -1.12 0.24
H -3.69 2.64 -1.19 0.26
H -0.54 -0.10 1.08 0.47
C 0.98 -1.63 5.07 -0.63
C 0.30 -0.33 4.68 0.06
C -0.01 0.56 5.85 -0.10
O -1.15 1.27 5.40 -0.48
C -1.78 0.47 4.49 0.96
O -2.88 0.68 4.05 -0.57
O -1.00 -0.59 4.14 -0.50
H 1.88 -1.44 5.66 0.22
H 0.31 -2.27 5.65 0.22
H 1.26 -2.19 4.18 0.23
H 0.88 0.19 3.92 0.19
H 0.81 1.24 6.08 0.21
H -0.28 0.01 6.76 0.18
C 2.63 1.62 -2.97 -0.63
C 2.69 0.29 -3.70 0.06
C 3.94 -0.49 -3.41 -0.09
O 4.11 -1.25 -4.60 -0.49
C 3.52 -0.54 -5.61 0.97
O 3.64 -0.79 -6.77 -0.57
O 2.78 0.49 -5.11 -0.49
H 2.76 1.48 -1.89 0.23
H 3.39 2.31 -3.34 0.22
H 1.66 2.09 -3.15 0.24
H 1.80 -0.30 -3.49 0.18
H 3.83 -1.15 -2.55 0.21
H 4.83 0.14 -3.27 0.18
```

Summary:
* SMILES string: O=C1c2ccccc2C(=O)N1O.C[C@@H]1COC(=O)O1.C[C@@H]1COC(=O)O1
* E_LUMO: -1.40 eV
* E_HOMO: -9.97 eV
* gap between HOMO and LUMO: 8.56 eV

***

[4]
A cluster of 3 separate species, C16H18B3NO8 in total. Source: the OMol25 dataset; level of theory: wB97M-V/def2-TZVPD.

```
46
Properties=species:S:1:pos:R:3:nbo_charge:R:1
C 1.53 -1.13 -2.72 -0.41
N 1.45 0.32 -2.86 -0.44
C 2.61 1.05 -2.32 -0.41
C 0.24 0.93 -2.60 0.70
O 0.19 2.09 -2.22 -0.61
C -1.02 0.16 -2.93 -0.89
B -2.34 0.85 -2.43 1.22
O -3.49 0.79 -3.21 -0.89
B -4.59 0.29 -2.55 0.98
O -4.72 0.54 -1.20 -0.90
B -3.70 1.21 -0.53 1.00
O -2.49 1.37 -1.16 -0.88
H 1.26 -1.48 -1.72 0.18
H 2.55 -1.45 -2.94 0.21
H 0.87 -1.62 -3.44 0.21
H 3.00 1.75 -3.06 0.21
H 2.34 1.60 -1.42 0.21
H 3.40 0.34 -2.08 0.21
H -1.01 -0.85 -2.51 0.25
H -1.06 0.03 -4.01 0.26
H -5.38 -0.37 -3.13 -0.11
H -3.88 1.65 0.55 -0.09
O 5.34 4.26 3.83 -0.48
C 5.24 3.44 2.95 0.47
C 6.42 2.72 2.43 -0.23
C 6.31 1.82 1.46 -0.22
C 4.99 1.50 0.85 0.48
O 4.89 0.67 -0.03 -0.50
C 3.80 2.22 1.37 -0.24
C 3.92 3.13 2.34 -0.21
H 7.37 2.97 2.88 0.23
H 7.15 1.27 1.06 0.23
H 2.85 1.98 0.92 0.24
H 3.07 3.67 2.74 0.23
O -3.20 -0.67 1.72 -0.50
C -3.53 -1.80 1.99 0.48
C -4.85 -2.34 1.56 -0.24
C -5.21 -3.58 1.86 -0.22
C -4.32 -4.49 2.62 0.47
O -4.65 -5.62 2.89 -0.48
C -3.00 -3.95 3.05 -0.23
C -2.64 -2.70 2.76 -0.22
H -5.47 -1.65 1.00 0.24
H -6.17 -4.00 1.56 0.23
H -2.37 -4.63 3.61 0.23
H -1.68 -2.29 3.06 0.23
```

Summary:
* SMILES string: CN(C)C(=O)CB1OBOBO1.O=C1C=CC(=O)C=C1.O=C1C=CC(=O)C=C1
* E_LUMO: -1.64 eV
* E_HOMO: -9.37 eV
* gap between HOMO and LUMO: 7.73 eV

***

[5]
A structure of composition C16H18BBr3NO2Rh. Source: the OMol25 dataset; level of theory: wB97M-V/def2-TZVPD.

```
42
Properties=species:S:1:pos:R:3:nbo_charge:R:1
Rh -0.45 0.58 0.01 0.33
Br -0.45 -1.56 -1.23 0.32
C -2.32 -1.29 -1.72 -0.49
Br -2.86 0.40 -0.92 0.28
H -2.91 -2.09 -1.31 0.28
H -2.38 -1.20 -2.80 0.27
Br -0.23 2.86 1.00 0.35
C 1.56 2.28 0.64 0.17
C 2.70 3.00 0.82 -0.23
C 3.89 2.33 0.54 -0.08
C 3.86 1.01 0.11 -0.21
C 2.64 0.38 -0.04 0.08
N 1.50 1.03 0.22 -0.44
H 2.68 4.02 1.17 0.28
H 4.83 2.84 0.66 0.27
H 4.77 0.47 -0.11 0.27
H 2.56 -0.65 -0.37 0.24
C -2.12 -5.02 5.73 -0.61
C -1.22 -4.00 6.42 -0.09
C 0.03 -4.73 6.93 -0.60
C -1.98 -3.40 7.60 -0.60
C -0.79 -2.88 5.48 0.05
C 0.05 -1.86 5.96 -0.19
C 0.49 -0.80 5.18 -0.23
C 0.06 -0.79 3.87 0.24
O 0.32 0.13 2.86 -0.70
B -0.37 -0.34 1.79 1.07
O -1.03 -1.50 2.03 -0.68
C -0.76 -1.78 3.38 0.20
C -1.20 -2.83 4.15 -0.24
H -2.40 -5.80 6.44 0.23
H -1.62 -5.51 4.89 0.21
H -3.05 -4.56 5.37 0.21
H -0.26 -5.53 7.61 0.23
H 0.69 -4.06 7.49 0.21
H 0.60 -5.16 6.11 0.21
H -2.30 -4.19 8.28 0.23
H -2.87 -2.87 7.26 0.21
H -1.37 -2.70 8.17 0.21
H 0.37 -1.89 6.99 0.23
H 1.13 -0.03 5.58 0.24
H -1.85 -3.59 3.72 0.25
```

Summary:
* net charge: +2
* E_LUMO: -8.42 eV
* E_HOMO: -13.68 eV
* gap between HOMO and LUMO: 5.26 eV

***

[6]
A structure of composition C16H18BrHfN at a distorted geometry. Source: the OMol25 dataset; level of theory: wB97M-V/def2-TZVPD.

```
37
Properties=species:S:1:pos:R:3:nbo_charge:R:1
C -2.03 -0.95 -1.38 -0.53
C -1.76 -1.54 -0.07 -0.39
C -1.89 -0.48 0.89 -0.18
H -1.66 -2.60 0.18 0.27
C -2.27 0.72 0.22 -0.29
C -2.42 0.43 -1.15 -0.25
H -2.92 1.08 -1.89 0.24
H -2.11 -1.52 -2.32 0.27
H -1.81 -0.60 1.97 0.25
H -2.48 1.68 0.70 0.24
Hf 0.19 -0.33 -1.07 1.81
Br 1.05 -2.62 -1.57 -0.31
C 1.76 1.09 -2.07 -0.38
C 0.49 1.77 -1.98 -0.42
C -0.43 1.06 -2.85 -0.30
H 0.29 2.71 -1.48 0.27
C 0.24 -0.08 -3.40 -0.37
C 1.60 -0.04 -2.94 -0.31
H 2.44 -0.65 -3.27 0.27
H 2.69 1.53 -1.72 0.28
H -1.40 1.44 -3.17 0.26
H -0.17 -0.77 -4.14 0.27
C 0.37 2.34 1.45 -0.62
C 0.77 1.01 1.94 0.08
C 1.05 0.72 3.28 -0.31
C 1.24 -0.68 3.37 -0.32
C 1.05 -1.19 2.08 0.11
C 1.02 -2.63 1.77 -0.64
N 0.83 -0.16 1.18 -0.69
H 1.02 3.10 1.92 0.23
H -0.67 2.57 1.75 0.20
H 0.44 2.45 0.36 0.19
H 1.06 1.48 4.05 0.21
H 1.43 -1.29 4.24 0.21
H 2.00 -2.99 1.44 0.21
H 0.74 -3.18 2.69 0.22
H 0.28 -2.89 1.00 0.21
```

Summary:
* E_LUMO: -0.40 eV
* E_HOMO: -6.61 eV
* gap between HOMO and LUMO: 6.21 eV

***

[7]
The molecule C16H18BrN3O3S at a distorted geometry. Source: the OMol25 dataset; level of theory: wB97M-V/def2-TZVPD.

```
42
Properties=species:S:1:pos:R:3:nbo_charge:R:1
C -3.20 4.78 -0.32 -0.61
C -1.98 3.91 -0.61 -0.23
N -0.75 4.66 -0.50 -0.69
C -0.32 5.17 0.78 -0.23
C -0.02 4.10 1.83 -0.63
S 0.44 4.38 -1.62 2.34
O 1.34 5.50 -1.59 -0.94
O -0.19 4.04 -2.85 -0.94
C 1.35 2.94 -1.04 -0.30
C 2.69 3.06 -0.72 -0.21
C 3.37 1.94 -0.28 -0.20
C 2.72 0.73 -0.15 -0.24
C 1.36 0.62 -0.46 0.23
N 0.73 -0.62 -0.30 -0.62
C -0.61 -0.86 -0.21 0.67
O -1.47 -0.01 -0.28 -0.59
C -0.95 -2.31 -0.02 -0.17
C -2.11 -2.80 -0.61 0.08
N -2.51 -4.05 -0.49 -0.39
C -1.79 -4.89 0.23 0.02
C -0.62 -4.49 0.87 -0.12
Br 0.37 -5.74 1.90 0.07
C -0.19 -3.18 0.75 -0.19
C 0.68 1.74 -0.94 -0.26
H -3.24 5.08 0.72 0.20
H -3.17 5.68 -0.94 0.22
H -4.10 4.23 -0.56 0.22
H -1.99 3.04 0.06 0.19
H -2.02 3.57 -1.64 0.24
H 0.58 5.75 0.57 0.23
H -1.08 5.85 1.16 0.20
H -0.91 3.52 2.06 0.21
H 0.31 4.58 2.75 0.22
H 0.76 3.42 1.49 0.21
H 3.16 4.02 -0.82 0.25
H 4.42 2.00 -0.03 0.22
H 3.25 -0.15 0.20 0.21
H 1.36 -1.40 -0.18 0.40
H -2.74 -2.14 -1.19 0.22
H -2.16 -5.90 0.30 0.21
H 0.70 -2.86 1.27 0.23
H -0.36 1.68 -1.22 0.27
```

Summary:
* relative energy (zero: lowest compared OMol25 entry of this formula, charge and spin): 0.0 kJ/mol
* SMILES string: CCN(CC)S(=O)(=O)c1cccc(NC(=O)c2cncc(Br)c2)c1
* E_LUMO: -0.12 eV
* E_HOMO: -9.22 eV
* gap between HOMO and LUMO: 9.10 eV

***

[8]
A structure of composition C16H18BrNSc at a distorted geometry. Source: the OMol25 dataset; level of theory: wB97M-V/def2-TZVPD.

```
37
Properties=species:S:1:pos:R:3:nbo_charge:R:1
C -2.12 -0.58 -0.93 -0.36
C -2.00 -1.08 0.42 -0.38
C -2.27 0.00 1.31 -0.31
H -1.84 -2.12 0.70 0.26
C -2.57 1.17 0.53 -0.36
C -2.45 0.81 -0.85 -0.38
H -2.63 1.48 -1.70 0.26
H -2.00 -1.16 -1.85 0.28
H -2.31 -0.05 2.40 0.25
H -2.92 2.12 0.93 0.24
Sc -0.27 0.38 0.01 1.60
Br 1.25 -1.14 -1.19 -0.39
C 1.95 0.94 -3.71 -0.37
C 0.91 1.73 -4.24 -0.37
C -0.09 0.85 -4.79 -0.38
H 0.87 2.82 -4.26 0.18
C 0.35 -0.48 -4.58 -0.36
C 1.61 -0.44 -3.92 -0.35
H 2.22 -1.30 -3.65 0.19
H 2.85 1.29 -3.21 0.18
H -1.01 1.16 -5.28 0.18
H -0.17 -1.39 -4.88 0.18
C 0.19 2.17 2.97 -0.63
C 0.58 0.75 3.05 0.06
C 1.08 0.07 4.18 -0.32
C 1.36 -1.25 3.78 -0.34
C 0.99 -1.36 2.43 0.12
C 1.12 -2.60 1.64 -0.66
N 0.54 -0.13 1.98 -0.68
H 0.69 2.73 3.78 0.23
H -0.90 2.30 3.08 0.20
H 0.47 2.64 2.01 0.19
H 1.22 0.52 5.16 0.19
H 1.78 -2.06 4.36 0.20
H 2.19 -2.84 1.51 0.22
H 0.63 -3.42 2.18 0.20
H 0.70 -2.52 0.63 0.24
```

Summary:
* net charge: -1
* relative energy (zero: lowest compared OMol25 entry of this formula, charge and spin): 33.2 kJ/mol
* E_LUMO: 2.05 eV
* E_HOMO: -2.60 eV
* gap between HOMO and LUMO: 4.65 eV